Molecular formula: C30H21CuFN4O5
Method: DFT, the ωB97M-V functional and the def2-TZVPD basis

Results
- ΔE to the lowest compared entry with this formula, charge and spin: 5.3 kcal/mol
- Frontier orbital gap (alpha / beta): 6.87 / 6.33 eV
- Multiplicity: 2
- Net charge: 0

CARTESIAN COORDINATES (ANGSTROEM)
Cu  -1.714  -0.289  -0.361
O  -5.956  4.858  1.698
C  -6.269  3.658  1.662
O  -7.336  3.068  1.889
C  -5.168  2.746  1.067
C  -3.951  3.271  0.657
C  -2.988  2.430  0.129
N  -3.183  1.109  0.061
C  -4.386  0.606  0.358
C  -5.399  1.391  0.867
C  -4.539  -0.814  -0.036
C  -5.659  -1.576  0.255
C  -5.719  -2.874  -0.217
C  -4.662  -3.379  -0.958
C  -3.565  -2.569  -1.177
N  -3.514  -1.310  -0.741
C  -1.767  2.932  -0.561
C  -1.229  4.187  -0.302
C  -0.169  4.626  -1.074
C  0.318  3.805  -2.079
C  -0.264  2.561  -2.247
N  -1.286  2.129  -1.513
H  -3.824  4.343  0.720
H  -6.384  1.015  1.108
H  -6.463  -1.156  0.841
H  -6.583  -3.489  -0.002
H  -4.666  -4.390  -1.337
H  -2.695  -2.937  -1.700
H  -1.636  4.801  0.489
H  0.269  5.599  -0.895
H  1.140  4.113  -2.711
H  0.108  1.876  -3.001
C  4.497  -4.259  0.782
C  4.774  -2.900  0.156
C  5.895  -2.182  0.887
C  6.185  -0.841  0.240
C  4.933  -0.010  0.210
C  4.991  1.364  0.233
C  3.820  2.117  0.218
F  3.927  3.457  0.245
C  2.588  1.537  0.182
C  2.503  0.138  0.153
C  1.183  -0.485  0.077
O  0.172  0.266  0.045
C  1.165  -1.895  0.024
C  2.349  -2.584  0.060
N  3.560  -2.031  0.151
C  3.670  -0.637  0.175
C  -0.092  -2.716  -0.004
O  -0.013  -3.928  -0.118
O  -1.198  -2.069  0.155
H  5.448  -4.770  0.925
H  3.876  -4.901  0.161
H  4.019  -4.146  1.757
H  5.070  -3.037  -0.889
H  6.778  -2.821  0.875
H  5.603  -2.041  1.932
H  6.550  -0.997  -0.780
H  6.967  -0.307  0.779
H  5.947  1.871  0.270
H  1.684  2.126  0.185
H  2.285  -3.661  0.024

Results of the Löwdin charge analysis, in e, for atoms 1 through 4: Cu 0.779; O -0.026; C -0.690; O -0.027